{
  "formula": "C38H38INO5PS",
  "method": "ωB97M-V/def2-TZVPD",
  "species": ["O", "C", "I", "C", "C", "C", "C", "O", "O", "C", "C", "N", "C", "P", "O", "O", "S", "H", "H", "H", "H", "H", "H", "H", "H", "C", "C", "C", "C", "C", "C", "H", "H", "H", "H", "H", "H", "C", "C", "C", "C", "C", "C", "H", "H", "H", "H", "H", "H", "C", "C", "C", "C", "C", "C", "H", "H", "H", "H", "H", "H", "C", "C", "C", "C", "C", "C", "H", "H", "H", "H", "H", "H", "C", "C", "C", "C", "C", "C", "H", "H", "H", "H", "H", "H"],
  "positions_angstrom": [[-3.606, -0.270, 2.520], [-2.761, -0.117, 3.328], [-3.178, -0.167, 5.419], [-1.301, 0.085, 2.977], [-1.144, 0.746, 1.633], [-1.574, 2.074, 1.440], [-2.251, 2.857, 2.538], [-3.416, 3.042, 2.482], [-1.485, 3.324, 3.524], [-1.403, 2.723, 0.208], [-0.800, 2.034, -0.831], [-0.422, 0.757, -0.639], [-0.565, 0.095, 0.537], [0.113, -1.588, 0.603], [-0.125, -2.110, -0.885], [-0.806, -2.497, 1.514], [1.939, -1.455, 1.123], [-0.828, 0.701, 3.734], [-0.807, -0.880, 3.048], [-0.545, 3.111, 3.412], [-1.728, 3.744, 0.083], [-0.611, 2.458, -1.807], [0.015, 0.263, -1.413], [0.518, -2.818, -1.062], [-1.749, -2.498, 1.271], [4.370, 2.409, 2.000], [5.430, 3.270, 2.249], [6.734, 2.815, 2.118], [6.979, 1.506, 1.726], [5.920, 0.648, 1.469], [4.614, 1.097, 1.611], [3.351, 2.761, 2.109], [5.241, 4.292, 2.548], [7.562, 3.482, 2.319], [7.998, 1.156, 1.619], [6.113, -0.372, 1.160], [3.783, 0.428, 1.409], [1.044, 2.039, 5.800], [1.469, 2.717, 6.935], [2.822, 2.794, 7.226], [3.751, 2.201, 6.382], [3.329, 1.527, 5.246], [1.974, 1.443, 4.955], [-0.016, 1.974, 5.590], [0.745, 3.180, 7.593], [3.153, 3.317, 8.113], [4.807, 2.266, 6.609], [4.055, 1.069, 4.586], [1.651, 0.905, 4.068], [-2.866, -0.729, -2.795], [-3.086, -2.086, -2.619], [-4.028, -2.739, -3.402], [-4.747, -2.029, -4.352], [-4.529, -0.668, -4.521], [-3.587, -0.014, -3.742], [-2.129, -0.221, -2.187], [-2.515, -2.638, -1.883], [-4.198, -3.800, -3.271], [-5.480, -2.536, -4.964], [-5.092, -0.119, -5.264], [-3.417, 1.048, -3.874], [-0.594, -6.391, -1.561], [-1.599, -5.613, -1.004], [-2.930, -5.979, -1.149], [-3.256, -7.131, -1.851], [-2.252, -7.910, -2.408], [-0.922, -7.540, -2.266], [0.445, -6.107, -1.447], [-1.344, -4.718, -0.447], [-3.714, -5.370, -0.715], [-4.292, -7.422, -1.962], [-2.506, -8.810, -2.953], [-0.141, -8.148, -2.703], [0.806, 2.530, -4.487], [1.347, 3.372, -5.448], [0.575, 3.768, -6.531], [-0.737, 3.328, -6.652], [-1.280, 2.489, -5.690], [-0.505, 2.090, -4.611], [1.416, 2.215, -3.646], [2.368, 3.716, -5.355], [0.997, 4.419, -7.284], [-1.335, 3.639, -7.497], [-2.302, 2.145, -5.785], [-0.931, 1.420, -3.870]],
  "lowdin_charge": [0.06, -0.87, 0.93, -0.16, -0.10, -0.01, -0.51, 0.21, 0.16, 0.09, 0.02, 0.12, -0.20, 0.17, -0.19, -0.16, 0.46, 0.08, 0.11, 0.13, 0.15, 0.13, 0.16, 0.10, 0.11, -0.12, -0.09, -0.09, -0.09, -0.09, -0.12, 0.09, 0.10, 0.10, 0.10, 0.10, 0.01, -0.11, -0.08, -0.08, -0.07, -0.09, -0.10, 0.07, 0.11, 0.11, 0.11, 0.10, 0.08, -0.10, -0.09, -0.07, -0.07, -0.08, -0.10, 0.06, 0.07, 0.10, 0.11, 0.11, 0.09, -0.10, -0.11, -0.10, -0.09, -0.08, -0.09, 0.10, 0.07, 0.10, 0.11, 0.11, 0.11, -0.11, -0.09, -0.08, -0.08, -0.09, -0.12, 0.09, 0.11, 0.11, 0.11, 0.10, 0.06],
  "homo_energy_ev": -11.27,
  "total_charge": 1,
  "e_tot_ha": -2938.85540,
  "e_lumo_ev": -4.89,
  "fmax_ev_per_a": 1.44
}

***

{
  "formula": "C38H38N9O2Sr",
  "method": "ωB97M-V/def2-TZVPD",
  "species": ["Sr", "C", "C", "N", "C", "C", "C", "C", "C", "C", "C", "N", "C", "C", "C", "C", "C", "C", "C", "C", "N", "C", "H", "H", "H", "H", "H", "H", "H", "H", "H", "H", "H", "H", "N", "C", "C", "N", "C", "C", "N", "H", "H", "H", "H", "H", "H", "H", "H", "H", "H", "H", "H", "H", "C", "O", "C", "C", "C", "C", "C", "C", "N", "N", "C", "C", "C", "C", "O", "C", "N", "C", "C", "C", "C", "H", "H", "H", "H", "H", "H", "H", "H", "H", "H", "H", "H", "H"],
  "positions_angstrom": [[-0.136, -1.615, 0.913], [-2.758, -0.340, -2.635], [-2.484, -0.603, -1.264], [-1.811, -1.586, -0.878], [-1.533, -2.715, -1.736], [-1.799, -2.551, -3.106], [-2.502, -1.451, -3.588], [-1.218, -3.573, -3.893], [-0.809, -4.761, -3.430], [-0.817, -4.952, -2.129], [-1.017, -4.046, -1.201], [-0.441, -4.065, 0.180], [-0.334, -5.097, 0.869], [-0.906, -6.315, 0.934], [-0.742, -7.416, 1.995], [-0.015, -7.157, 3.173], [0.518, -5.882, 3.298], [1.259, -5.562, 4.483], [1.796, -4.266, 4.462], [1.438, -3.366, 3.395], [0.738, -3.649, 2.279], [0.481, -4.993, 2.169], [-3.611, 0.314, -2.631], [-2.683, 0.004, -0.350], [-2.395, -0.950, -4.529], [-1.198, -3.447, -4.972], [-0.289, -5.492, -3.935], [-0.530, -5.802, -1.592], [-1.756, -6.688, 0.410], [-1.426, -8.258, 1.906], [-0.033, -7.645, 4.116], [1.444, -6.269, 5.324], [2.413, -3.907, 5.365], [1.714, -2.351, 3.821], [0.521, 0.420, -4.147], [1.122, 1.731, -3.570], [1.132, 1.656, -2.069], [1.233, 0.322, -1.563], [2.629, -0.106, -1.572], [3.222, -1.544, -1.418], [2.786, -2.202, -0.199], [-0.265, 0.381, -3.431], [0.072, 0.650, -5.033], [0.646, 2.718, -3.655], [2.155, 1.582, -3.944], [0.173, 2.040, -1.723], [1.622, 2.321, -1.503], [0.904, 0.514, -0.663], [3.020, 0.352, -0.831], [2.939, 0.167, -2.552], [4.265, -1.428, -1.462], [3.003, -2.066, -2.401], [3.606, -2.677, 0.238], [2.288, -3.086, -0.226], [-0.543, 5.525, -3.025], [-1.595, 5.120, -2.116], [-1.412, 5.536, -0.791], [-0.304, 6.308, -0.347], [-0.141, 6.438, 1.043], [-0.992, 5.886, 1.921], [-2.202, 5.288, 1.437], [-2.426, 5.212, 0.132], [-1.045, 5.974, 3.285], [-0.974, 4.976, 3.974], [-1.071, 3.627, 3.246], [-2.157, 2.862, 3.492], [-2.424, 1.562, 3.179], [-1.346, 0.852, 2.612], [-1.577, -0.260, 2.108], [-0.220, 1.558, 2.103], [0.900, 0.848, 1.596], [2.056, 1.472, 1.435], [2.188, 2.797, 1.683], [1.227, 3.507, 2.289], [-0.030, 2.996, 2.465], [-0.615, 6.584, -2.974], [-0.771, 5.136, -4.004], [0.440, 5.237, -2.727], [0.413, 6.708, -0.947], [0.783, 6.836, 1.565], [-2.958, 5.016, 2.100], [-3.399, 4.786, -0.155], [-3.007, 3.298, 4.066], [-3.345, 1.127, 3.299], [2.880, 0.807, 0.933], [3.177, 3.180, 1.480], [1.178, 4.512, 2.625], [3.682, 3.396, -2.483]],
  "lowdin_charge": [1.50, -0.01, -0.20, -0.06, -0.07, -0.19, 0.03, -0.04, -0.09, -0.10, -0.12, -0.03, -0.39, -0.04, -0.03, -0.11, -0.21, -0.02, -0.08, -0.15, -0.03, -0.10, 0.09, 0.13, 0.10, 0.12, 0.10, 0.10, 0.08, 0.08, 0.08, 0.12, 0.12, 0.12, 0.00, -0.27, -0.34, -0.06, -0.21, -0.23, -0.02, 0.04, 0.04, 0.09, 0.05, 0.11, -0.01, 0.01, 0.00, 0.10, 0.09, 0.13, 0.09, 0.04, -0.07, -0.10, -0.22, 0.01, -0.04, -0.34, -0.04, -0.01, 0.03, 0.10, -0.22, -0.11, -0.01, -0.45, -0.28, -0.08, 0.02, -0.16, -0.07, -0.02, -0.08, 0.08, 0.09, 0.06, 0.07, 0.14, 0.10, 0.13, 0.12, 0.09, 0.14, 0.10, 0.10, -0.44],
  "homo_energy_ev": -1.87,
  "total_charge": -1,
  "e_tot_ha": -2144.45368,
  "e_lumo_ev": 1.30,
  "fmax_ev_per_a": 7.71
}